No. 1
A molecular structure, CH5N3OS, computed with ωB97M-V with the def2-TZVPD basis set.

The geometry in XYZ format:
```
11
Properties=species:S:1:pos:R:3
C -0.44 -0.82 -0.03
H -0.38 1.20 1.19
H -0.16 2.42 -0.06
H -1.64 0.48 -1.02
H 0.99 -1.85 0.87
H 2.03 -0.70 -1.23
N -0.80 1.61 0.31
N -0.86 0.40 -0.48
N 0.63 -0.81 0.75
O -1.11 -1.90 -0.12
S 1.74 -0.04 -0.19
```

## Properties
Spin multiplicity: 1
Lowest unoccupied orbital energy in eV: 0.64
Highest occupied orbital energy in eV: -9.1
Relative energy (zero: lowest compared OMol25 entry of this formula, charge and spin) in eV: 2.092
Strongest force on any atom in eV/A: 7.75



No. 2
CH5N3S in the gas phase, computed with ωB97M-V with the def2-TZVPD basis set.

The geometry in XYZ format:
```
10
Properties=species:S:1:pos:R:3
H 1.97 -2.18 -1.95
N 1.72 -1.46 -1.16
N 0.47 -1.40 -1.05
N -0.26 -0.44 -0.36
C 0.04 0.57 0.65
S -0.33 2.16 0.10
H -1.21 -0.71 -0.61
H 1.04 0.49 0.92
H -0.54 0.36 1.66
H 0.27 2.17 -1.15
```

## Properties
Spin multiplicity: 1
Lowest unoccupied orbital energy in eV: 0.96
Highest occupied orbital energy in eV: -8.9
Relative energy (zero: lowest compared OMol25 entry of this formula, charge and spin) in eV: 2.619
Strongest force on any atom in eV/A: 3.23



No. 3
CH5N3S2 in the gas phase, computed with ωB97M-V with the def2-TZVPD basis set.

The geometry in XYZ format:
```
11
Properties=species:S:1:pos:R:3
N 0.52 1.93 0.15
C 0.01 0.77 0.03
N -1.36 0.69 -0.25
S -2.35 -0.68 0.00
N 0.70 -0.46 0.02
S 2.39 -0.58 -0.10
H 1.54 1.89 0.28
H -1.77 1.57 -0.41
H -2.50 -0.62 1.33
H 0.22 -1.32 -0.23
H 2.68 -1.13 1.09
```

## Properties
Spin multiplicity: 1
Lowest unoccupied orbital energy in eV: 0.60
Highest occupied orbital energy in eV: -9.1
Relative energy (zero: lowest compared OMol25 entry of this formula, charge and spin) in eV: 0.009
Strongest force on any atom in eV/A: 1.78



No. 4
2 unconnected molecules or ions with the total composition CH5NO, computed with ωB97M-V with the def2-TZVPD basis set.

The geometry in XYZ format:
```
8
Properties=species:S:1:pos:R:3
N 1.10 -1.05 1.07
O 1.58 -0.76 -0.13
H 1.57 -1.72 1.70
C -0.87 0.71 -0.53
H -1.68 0.85 0.16
H 0.04 1.09 -0.04
H -1.05 1.22 -1.50
H -0.69 -0.33 -0.73
```

## Properties
Spin multiplicity: 1
Lowest unoccupied orbital energy in eV: -1.35
Highest occupied orbital energy in eV: -10.1
Relative energy (zero: lowest compared OMol25 entry of this formula, charge and spin) in eV: 3.545
Strongest force on any atom in eV/A: 7.70



No. 5
CH5NO in the gas phase, computed with ωB97M-V with the def2-TZVPD basis set.

The geometry in XYZ format:
```
8
Properties=species:S:1:pos:R:3
C 0.79 -0.38 0.05
O -0.50 -0.74 0.07
N -1.44 0.28 -0.01
H 1.46 -1.09 -0.43
H 1.05 -0.09 1.04
H 0.95 0.47 -0.72
H -1.05 0.73 -0.88
H -1.26 0.82 0.88
```

## Properties
Spin multiplicity: 1
Lowest unoccupied orbital energy in eV: 1.04
Highest occupied orbital energy in eV: -10.0
Relative energy (zero: lowest compared OMol25 entry of this formula, charge and spin) in eV: 2.471
Strongest force on any atom in eV/A: 4.19



No. 6
A molecular structure, CH5NO, computed with ωB97M-V with the def2-TZVPD basis set.

The geometry in XYZ format:
```
8
Properties=species:S:1:pos:R:3
C -1.20 0.23 -0.01
H -1.02 1.12 -0.68
H -1.80 -0.63 -0.87
H -1.77 0.47 1.20
H 1.76 -0.16 -0.67
H 1.73 -0.07 0.76
N 1.21 0.33 -0.04
O -0.02 -0.56 0.07
```

## Properties
Spin multiplicity: 1
Lowest unoccupied orbital energy in eV: 1.01
Highest occupied orbital energy in eV: -9.9
Relative energy (zero: lowest compared OMol25 entry of this formula, charge and spin) in eV: 3.946
Strongest force on any atom in eV/A: 4.52



no.,Kohn-Sham gap (eV)
1,9.77
2,9.90
3,9.74
4,8.79
5,11.01
6,10.91